No. 1
Formula: C41H41ClFN3O6P2SSiTl
Source: the Open Molecules 2025 dataset
Level of theory: wB97M-V/def2-TZVPD

Structure (XYZ):
```
98
Properties=species:S:1:pos:R:3:lowdin_charge:R:1
Tl -0.6646 0.6520 0.6184 1.07
O -0.2074 -1.0807 -1.0070 -0.44
P 1.1888 -1.7242 -1.2961 0.81
C 2.1124 -0.6311 -2.4228 -0.26
P 2.0494 1.0693 -1.7689 0.77
O 1.5617 1.0672 -0.3152 -0.38
C 1.1007 2.0802 -2.8916 -0.29
C 0.2276 1.5892 -3.8732 -0.09
C -0.5537 2.4960 -4.6166 -0.07
C -0.4749 3.8843 -4.4050 -0.04
C 0.3971 4.3572 -3.4114 -0.05
C 1.1951 3.4742 -2.6814 -0.08
C 3.6829 1.7074 -1.8440 -0.31
C 4.3174 1.7539 -3.0920 -0.08
C 5.5974 2.3064 -3.1989 -0.06
C 6.2573 2.8304 -2.0776 -0.05
C 5.6258 2.7622 -0.8296 -0.06
C 4.3429 2.2059 -0.7015 -0.04
C 2.1947 -2.0084 0.1260 -0.28
C 3.5782 -2.2595 0.0116 -0.08
C 4.3554 -2.4738 1.1594 -0.06
C 3.7927 -2.4083 2.4367 -0.04
C 2.4184 -2.1565 2.5501 -0.04
C 1.6075 -2.0104 1.4106 -0.05
C 0.8247 -3.2711 -2.0580 -0.27
C -0.5023 -3.5447 -2.4570 -0.06
C -0.8292 -4.7891 -3.0140 -0.05
C 0.1510 -5.7848 -3.1843 -0.05
C 1.4627 -5.5077 -2.7642 -0.07
C 1.8152 -4.2700 -2.2187 -0.06
H 1.6778 -0.6878 -3.4362 0.08
H 3.1645 -0.9546 -2.4938 0.08
H 0.1774 0.5274 -4.1185 0.10
H -1.2298 2.1207 -5.3769 0.11
H -1.0923 4.5643 -4.9780 0.11
H 0.4584 5.4156 -3.1760 0.12
H 1.8587 3.8695 -1.9097 0.12
H 3.8340 1.3685 -3.9930 0.12
H 6.0845 2.3078 -4.1677 0.11
H 7.2599 3.2486 -2.1778 0.11
H 6.0975 3.1603 0.0622 0.11
H 3.8696 2.1421 0.2787 0.11
H 4.0711 -2.2731 -0.9587 0.10
H 5.4225 -2.6619 1.0485 0.11
H 4.3926 -2.5549 3.3225 0.11
H 1.9585 -2.0890 3.5309 0.11
H 0.5322 -1.9396 1.5453 0.06
H -1.2576 -2.7772 -2.3432 0.09
H -1.8509 -4.9850 -3.2975 0.11
H -0.0890 -6.7426 -3.6335 0.11
H 2.2358 -6.2714 -2.8546 0.11
H 2.8534 -4.1094 -1.9103 0.10
C -1.5619 -3.3658 2.7549 -0.16
Si -2.3946 -1.7783 2.2566 0.38
C -3.9038 -1.2966 3.2644 -0.15
C -3.0162 -2.0051 0.5006 -0.16
N -1.1767 -0.5458 2.3725 -0.15
C -0.5310 -0.1386 3.5244 -0.30
C -0.9744 -0.5539 4.8104 -0.04
C -0.3486 -0.1116 5.9746 -0.08
C 0.7494 0.7531 5.9190 -0.09
C 1.2777 1.1794 4.6868 0.00
C 0.6528 0.7157 3.5349 -0.20
F 1.1910 1.1175 2.3262 -0.03
H -2.3135 -4.1120 3.0879 0.05
H -0.8150 -3.2365 3.5590 0.04
H -1.0534 -3.7821 1.8731 0.03
H -4.5709 -2.1796 3.3156 0.05
H -4.4686 -0.4967 2.7725 0.02
H -3.6804 -0.9697 4.2883 0.03
H -3.2139 -3.0989 0.3940 0.06
H -2.3205 -1.7460 -0.2968 -0.01
H -3.9770 -1.4909 0.3633 0.04
H -1.7965 -1.2611 4.8725 0.08
H -0.7164 -0.4433 6.9358 0.11
H 1.1967 1.0936 6.8572 0.11
H 2.1408 1.8427 4.6253 0.13
N -2.2655 0.4490 -2.4208 0.13
C -3.1172 0.9201 -1.4783 -0.65
N -2.8370 1.0031 -0.1641 -0.01
C -3.8820 1.5410 0.5700 -0.28
C -3.8843 1.8733 1.9510 -0.03
C -5.0687 2.3999 2.4701 -0.06
C -6.2137 2.6148 1.6774 -0.07
C -6.2061 2.3223 0.3036 -0.08
C -5.0311 1.8112 -0.2638 -0.45
S -4.7120 1.4211 -1.9218 1.14
H -1.3921 0.0230 -2.1226 0.05
H -2.3623 0.7146 -3.3913 0.10
H -3.0100 1.6916 2.5770 0.11
H -5.1071 2.6605 3.5283 0.11
H -7.1086 3.0236 2.1379 0.11
H -7.0987 2.4669 -0.3032 0.11
O -0.7885 2.8456 1.5755 -0.40
Cl -0.8296 3.6606 0.1874 0.85
O -2.1179 4.3473 0.0985 -0.27
O 0.3578 4.5257 0.1585 -0.28
O -0.7540 2.6017 -0.8883 -0.42
```

Results
HOMO level in eV: -9.95
HOMO-LUMO gap in eV: 6.70
LUMO level in eV: -3.2524
Net charge: +1

---

No. 2
Formula: C37H45BrF4N2PSSiTi
Source: the Open Molecules 2025 dataset
Level of theory: wB97M-V/def2-TZVPD

Structure (XYZ):
```
93
Properties=species:S:1:pos:R:3:lowdin_spin:R:1
Ti -0.1507 0.5937 0.1484 1.12
F 6.7532 1.0361 2.2728 0.00
C 5.4090 0.8406 2.3085 0.00
C 4.7532 0.6789 3.5334 0.00
F 5.4707 0.7024 4.6887 0.00
C 3.3736 0.4890 3.5466 0.00
F 2.7863 0.3257 4.7905 0.00
C 2.6064 0.4492 2.3871 0.00
P 0.7924 0.2534 2.4566 0.02
C 0.2821 1.7958 3.2422 0.00
C -0.1124 2.8596 2.4034 0.01
C -0.4297 4.1070 2.9510 0.00
C -0.3460 4.3052 4.3454 0.00
C 0.0500 3.2418 5.1694 0.00
C 0.3562 1.9844 4.6337 0.00
C 0.4354 -1.0115 3.7087 0.00
C 1.3573 -2.0401 4.0310 0.00
C 0.9822 -3.0258 4.9532 0.00
C -0.3042 -3.0339 5.5231 0.00
C -1.2149 -2.0205 5.1789 0.00
C -0.8416 -0.9972 4.2965 0.00
C 3.2661 0.6634 1.1764 0.01
Br 2.3345 0.7954 -0.5022 0.01
C 4.6307 0.8347 1.1337 0.00
F 5.2531 1.0334 -0.0651 0.00
H -0.1471 2.6731 1.2960 0.00
H -0.6891 4.9385 2.2847 0.00
H -0.5845 5.2867 4.7673 0.00
H 0.1322 3.3873 6.2542 0.00
H 0.7205 1.1903 5.2876 0.00
H 2.3554 -2.0290 3.5902 0.00
H 1.7144 -3.7895 5.2268 0.00
H -0.5860 -3.8151 6.2359 0.00
H -2.2145 -2.0053 5.6103 0.00
H -1.5364 -0.1881 4.0747 0.00
C -1.7221 -2.3896 -3.7145 -0.01
C -0.7085 -1.4358 -3.0243 -0.02
C -0.9653 0.0012 -3.5547 0.00
C 0.7382 -1.7964 -3.5252 0.00
Si -0.8411 -1.5012 -1.0936 -0.11
C 0.0647 -3.0182 -0.2706 -0.02
C 1.5970 -2.6902 -0.1433 0.00
C -0.1087 -4.3181 -1.1117 -0.01
C -0.4384 -3.3378 1.1656 0.00
C -2.6733 -1.1281 -0.3840 -0.01
C -3.4732 -0.0787 -1.2307 0.00
C -2.5217 -0.5532 1.0499 0.00
C -3.5321 -2.4197 -0.3625 0.00
H -1.5693 -2.3091 -4.8174 0.00
H -2.7765 -2.1023 -3.5165 0.00
H -1.5831 -3.4543 -3.4451 0.00
H -0.8889 -0.0280 -4.6629 0.00
H -0.1957 0.7086 -3.2021 0.00
H -1.9534 0.4286 -3.3117 0.00
H 0.7406 -1.6773 -4.6283 0.00
H 1.0545 -2.8275 -3.2723 0.00
H 1.5096 -1.1052 -3.1093 0.00
H 2.0723 -2.3857 -1.0862 0.00
H 2.1115 -3.6138 0.1985 0.00
H 1.8146 -1.9121 0.6153 0.00
H 0.3469 -4.2518 -2.1197 0.00
H -1.1758 -4.6254 -1.2210 0.00
H 0.4168 -5.1480 -0.5769 0.00
H -0.3621 -2.4714 1.8285 0.00
H 0.2090 -4.1250 1.6123 0.00
H -1.4784 -3.7161 1.2031 0.00
H -2.9927 0.9059 -1.3558 0.00
H -4.4495 0.0984 -0.7204 0.00
H -3.7175 -0.4568 -2.2488 0.00
H -1.9941 0.4519 1.0743 0.00
H -2.0401 -1.2039 1.7945 0.00
H -3.5460 -0.3280 1.4163 0.00
H -3.6982 -2.8670 -1.3689 0.00
H -4.5302 -2.1531 0.0517 0.00
H -3.1252 -3.2179 0.2914 0.00
N 1.2939 4.0437 -0.8071 0.00
C 0.5322 3.4236 -1.7293 0.01
S -0.8701 2.4857 -1.2011 0.01
N 0.8653 3.5891 -3.0209 0.00
C 0.1246 3.2109 -4.1847 0.00
C 0.8634 2.7602 -5.2981 0.00
C 0.2115 2.4506 -6.4853 0.00
C -1.1916 2.5694 -6.5754 0.00
C -1.9214 3.0363 -5.4653 0.00
C -1.2700 3.3514 -4.2637 0.00
H 1.0682 3.9533 0.1819 0.00
H 2.0419 4.6803 -1.0715 0.00
H 1.7794 3.9913 -3.2336 0.00
H 1.9581 2.7024 -5.2115 0.00
H 0.7829 2.1110 -7.3520 0.00
H -1.6990 2.3512 -7.5101 0.00
H -3.0055 3.1339 -5.5389 0.00
H -1.8367 3.6985 -3.3954 0.00
```

Results
2S+1: 2
HOMO level (alpha / beta) in eV: -13.79 / -13.34
HOMO-LUMO gap (alpha / beta) in eV: 7.46 / 7.11
<S²>: 0.8402
LUMO level (alpha / beta) in eV: -6.3292 / -6.2253
Net charge: +2

---

No. 3
Formula: CHF4O3PS
Source: the Open Molecules 2025 dataset
Level of theory: wB97M-V/def2-TZVPD

Structure (XYZ):
```
11
Properties=species:S:1:pos:R:3:nbo_charge:R:1
O -0.2877 -1.6887 0.5591 -0.90
S 0.1681 -0.8358 -0.5188 2.27
O 0.6487 -1.3332 -1.7599 -0.88
O -0.9109 0.2476 -0.8341 -0.98
P -2.3894 0.4774 0.0649 1.27
F -1.8576 1.3927 1.2626 -0.56
C 1.5172 0.4140 0.0870 0.78
F 1.0656 1.0127 1.1564 -0.31
F 2.6251 -0.2012 0.4049 -0.29
F 1.6577 1.3231 -0.8491 -0.30
H -2.2369 -0.8087 0.4271 -0.10
```

Results
HOMO level in eV: -11.09
HOMO-LUMO gap in eV: 11.23
Relative energy (zero: lowest compared OMol25 entry of this formula, charge and spin) in kcal/mol: 0.0
Structure (SMILES): O=S(=O)(OPF)C(F)(F)F
LUMO level in eV: 0.1435

---

No. 4
Formula: H11NO4
Source: the Open Molecules 2025 dataset
Level of theory: wB97M-V/def2-TZVPD

Structure (XYZ):
```
16
Properties=species:S:1:pos:R:3:nbo_charge:R:1
N -1.7577 -0.8479 1.9931 -1.12
H -2.6076 -1.3343 2.2392 0.36
H -1.1717 -1.6173 1.6870 0.37
H -1.8933 -0.0997 1.3153 0.37
H -0.9366 0.9864 -0.6949 0.48
H -1.4867 1.4761 0.7811 0.47
O -1.7133 1.0750 -0.0641 -0.97
H -0.1247 1.2219 -2.6581 0.49
H 0.6523 1.4536 -0.5769 0.46
O 0.1137 0.6045 -1.9487 -0.90
H 1.7215 -0.0540 -1.5123 0.51
H 3.2688 -0.6767 -1.7649 0.50
O 2.5334 -0.4754 -1.1932 -1.01
H 1.7991 -0.6462 0.3513 0.49
H 0.4080 -0.2680 0.9424 0.45
O 1.1948 -0.7979 1.1037 -0.95
```

Results
HOMO level in eV: -9.29
HOMO-LUMO gap in eV: 6.23
Relative energy (zero: lowest compared OMol25 entry of this formula, charge and spin) in kcal/mol: 128.4
LUMO level in eV: -3.0626

---

No. 5
Formula: C3H10N3S
Source: the Open Molecules 2025 dataset
Level of theory: wB97M-V/def2-TZVPD

Structure (XYZ):
```
17
Properties=species:S:1:pos:R:3:nbo_charge:R:1
C 0.4671 -1.2956 0.0846 0.42
C -2.3285 1.0529 0.2062 -0.63
C -0.9118 0.6486 0.5728 -0.20
N 0.7358 -2.5341 -0.2105 -0.78
N 2.8688 1.2567 -0.7346 -0.89
N -0.6914 -0.7525 0.2397 -0.60
S 2.7565 0.2638 0.5157 0.52
H -2.4808 2.1040 0.4325 0.24
H -2.5123 0.9047 -0.8558 0.22
H -3.0579 0.4797 0.7759 0.22
H -0.7386 0.7934 1.6453 0.21
H -0.1843 1.2496 0.0251 0.20
H 0.0197 -3.2463 -0.3358 0.40
H 1.6947 -2.8406 -0.2716 0.43
H 2.4989 2.1984 -0.7012 0.41
H 3.4151 1.0220 -1.5535 0.42
H -1.5509 -1.3046 0.1654 0.40
```

Results
HOMO level (alpha / beta) in eV: -13.27 / -13.32
HOMO-LUMO gap (alpha / beta) in eV: 7.57 / 7.64
Relative energy (zero: lowest compared OMol25 entry of this formula, charge and spin) in kcal/mol: 58.6
LUMO level (alpha / beta) in eV: -5.7040 / -5.6815
Net charge: +1

---

No. 6
Formula: C21H30BF4LiO9
Source: the Open Molecules 2025 dataset
Level of theory: wB97M-V/def2-TZVPD

Structure (XYZ):
```
66
Properties=species:S:1:pos:R:3:nbo_charge:R:1
Li 1.1860 1.8005 -0.8618 0.94
B -1.1527 0.5855 -0.1706 1.35
F -1.1826 -0.7502 0.5174 -0.59
F -2.4166 0.9582 -0.4656 -0.55
F -0.5489 1.5390 0.5598 -0.56
F -0.3882 0.3989 -1.3748 -0.60
C 1.8148 1.5377 -3.6326 -0.26
O 2.5617 2.1025 -2.5147 -0.80
H 2.1169 2.1382 -4.3890 0.17
H 0.7442 1.6929 -3.3774 0.19
H 2.2789 0.4720 -3.8870 0.22
H 3.2388 2.7102 -2.8330 0.49
C 2.8770 2.0214 1.5494 -0.25
O 3.0523 1.1221 0.3939 -0.77
H 3.6184 1.7580 2.3486 0.19
H 1.8963 1.9523 1.6771 0.19
H 3.0989 3.0201 1.2441 0.16
H 4.0599 1.2466 0.2024 0.48
C -3.1129 2.0409 -3.5686 -0.21
O -3.7566 2.5421 -2.4529 -0.74
H -2.1531 2.3569 -3.4284 0.14
H -3.4151 2.5403 -4.3419 0.17
H -3.1108 0.8677 -3.7303 0.15
H -3.4382 2.1653 -1.6408 0.49
C 2.3141 -1.5536 -1.8130 -0.27
C 3.7581 -1.6264 -1.9611 -0.25
C 4.4065 -2.2130 -3.1153 0.26
C 3.6650 -2.7418 -4.1685 -0.27
C 2.2654 -2.5996 -4.0510 -0.27
C 1.6309 -2.1503 -2.9214 0.28
O 0.2710 -2.2200 -2.8749 -0.69
O 5.6477 -2.4677 -3.0616 -0.67
H 1.7684 -1.1308 -1.0488 0.22
H 4.5022 -1.2422 -1.0953 0.22
H 4.0347 -3.3599 -5.0860 0.22
H 1.7061 -3.0887 -4.7712 0.22
H -0.1215 -1.7899 -2.1089 0.50
H 6.1062 -3.0975 -3.7854 0.50
C -0.0480 2.4104 4.6450 -0.30
C -0.4250 3.2722 3.4828 -0.27
C 0.4280 4.2939 2.9578 0.26
C 1.6104 4.5808 3.6239 -0.25
C 2.0687 3.8481 4.6545 -0.21
C 1.2343 2.7997 5.1722 0.30
O 1.8217 2.1862 6.2525 -0.69
O -0.1337 5.0337 2.0292 -0.68
H -0.6747 1.4703 4.8692 0.24
H -1.2566 2.8053 2.9444 0.22
H 2.1726 5.4715 3.4076 0.22
H 2.7929 3.9900 5.0993 0.17
H 1.1945 1.5350 6.7121 0.49
H -1.0808 4.9839 1.9712 0.50
C -5.3931 -3.1989 1.2337 -0.25
C -5.5661 -4.5808 1.2341 -0.29
C -4.4922 -5.4026 1.4462 0.26
C -3.1376 -4.8967 1.5982 -0.23
C -3.0155 -3.4681 1.5907 -0.25
C -4.1371 -2.6564 1.3845 0.30
O -3.8173 -1.3724 1.3309 -0.70
O -4.5205 -6.7948 1.3783 -0.67
H -6.2371 -2.6200 1.0165 0.21
H -6.4189 -4.7771 0.9341 0.19
H -2.2997 -5.5330 1.7703 0.22
H -2.1756 -2.9452 1.3884 0.20
H -2.9452 -1.0996 1.1408 0.51
H -5.3717 -6.8731 0.7705 0.47
```

Results
HOMO level in eV: -7.32
HOMO-LUMO gap in eV: 6.80
Relative energy (zero: lowest compared OMol25 entry of this formula, charge and spin) in kcal/mol: 0.0
LUMO level in eV: -0.5247